# 1
{
  "formula": "C7H10FNOS",
  "method": "ωB97M-V with the def2-TZVPD basis set",
  "smiles": "C=C/C=C(/C=C)SO.C=NF",
  "total_energy_ev": -24505.4875,
  "homo_lumo_gap_ev": 8.443,
  "species": ["H", "O", "C", "N", "C", "H", "H", "H", "S", "H", "C", "H", "C", "F", "H", "C", "H", "C", "H", "C", "H"],
  "xyz": [[-2.30217, -2.08166, 2.59767], [1.50991, 0.13476, -1.96937], [-1.43089, 0.37856, 0.39061], [2.73573, -1.47029, -0.10460], [-0.82009, 0.45776, -0.77697], [-1.29953, 1.74840, -2.53763], [2.08373, -0.39284, -2.62651], [2.92957, 0.01233, 1.37311], [0.12483, -0.74653, -1.57359], [-3.14104, -0.58987, 2.17312], [-2.24436, -1.14627, 2.07581], [-0.28263, 3.71059, -1.87039], [2.47853, -0.94133, 0.99479], [3.79356, -0.80607, -0.85197], [-0.25664, -1.30082, 1.13602], [-0.19055, 2.79121, -1.19423], [1.85373, -1.44000, 1.73455], [-1.26631, -0.80311, 1.24585], [0.41308, 2.98466, -0.24769], [-0.82696, 1.69645, -1.52484], [-1.90479, 1.32022, 0.69288]],
  "atomic_forces_ev_per_a": [[0.552, -0.262, 0.463], [0.619, -0.670, -1.116], [0.757, -0.127, 0.831], [0.797, -1.022, -0.894], [0.840, 1.032, -0.998], [0.218, -0.514, 0.941], [-1.587, 0.942, 1.513], [-0.146, -0.837, -0.645], [0.294, -1.428, -0.408], [-0.656, 0.727, -0.247], [0.453, -1.039, -0.092], [0.264, -1.454, 1.008], [1.268, 1.992, 1.303], [-1.103, -0.055, 1.219], [-1.641, 0.104, 0.080], [0.921, 3.109, 0.701], [-0.282, -0.233, -0.757], [0.365, 0.437, 0.141], [-0.895, -0.657, -1.292], [-0.673, 0.697, -1.943], [-0.364, -0.742, 0.193]]
}


# 2
{
  "formula": "C6H9N3O",
  "method": "ωB97M-V with the def2-TZVPD basis set",
  "total_energy_ev": -12883.1779,
  "homo_lumo_gap_ev": 9.284,
  "species": ["N", "H", "C", "O", "H", "N", "C", "H", "C", "N", "H", "H", "C", "H", "H", "H", "C", "C", "H"],
  "xyz": [[-0.49752, 0.51476, 0.84573], [0.37047, -2.78627, 2.68795], [1.60939, -1.05470, -0.93866], [-0.49614, -2.50256, 2.42408], [-1.18036, 1.18180, -1.58919], [2.10193, 0.01592, -0.92653], [-0.61222, -1.43190, 1.58773], [-2.17992, -2.16974, 0.19128], [-1.44888, -1.40576, 0.44469], [0.03411, -0.29215, 1.80113], [-0.09267, 1.43648, 0.66102], [-2.40330, 0.14591, -1.82970], [-2.01441, 0.69370, -1.04661], [-2.68459, 1.43482, -0.47182], [2.69384, 1.75985, 0.08610], [1.92576, 1.86756, -1.50203], [-1.40533, -0.09241, 0.03511], [2.66383, 1.31504, -1.00556], [3.61602, 1.36964, -1.45473]],
  "atomic_forces_ev_per_a": [[0.169, 0.703, -0.398], [0.820, 0.473, -0.138], [0.778, 1.404, 0.003], [-1.285, -0.064, -0.366], [-0.384, 0.519, 0.536], [-0.121, -1.944, -0.192], [1.120, -0.106, 0.307], [0.442, 0.205, -0.195], [-0.996, 0.171, 0.882], [-0.820, -0.478, -0.344], [-0.276, -0.758, 0.365], [-1.742, -1.332, -1.071], [0.943, 2.430, 1.890], [0.629, -0.853, -1.784], [0.241, -0.880, -2.064], [-0.635, 1.291, -1.051], [1.249, -0.843, 0.420], [-1.103, 0.244, 3.740], [0.973, -0.182, -0.540]]
}


# 3
{
  "formula": "C25H74NO11S10",
  "method": "ωB97M-V with the def2-TZVPD basis set",
  "charge": 1,
  "total_energy_ev": -159462.0749,
  "homo_lumo_gap_ev": 8.172,
  "species": ["H", "H", "H", "H", "H", "H", "H", "O", "H", "H", "H", "C", "C", "H", "C", "C", "O", "S", "S", "H", "H", "H", "C", "H", "S", "H", "H", "C", "H", "H", "H", "S", "S", "H", "H", "H", "C", "C", "C", "H", "O", "S", "H", "H", "H", "H", "C", "H", "H", "O", "N", "H", "H", "C", "H", "H", "H", "H", "H", "O", "H", "S", "C", "H", "O", "O", "O", "C", "H", "H", "O", "C", "H", "H", "H", "C", "H", "H", "C", "H", "H", "C", "C", "H", "H", "C", "H", "O", "S", "C", "H", "H", "C", "S", "H", "H", "H", "H", "C", "H", "H", "H", "H", "H", "S", "C", "H", "H", "H", "H", "H", "H", "H", "O", "H", "H", "C", "H", "C", "H", "H"],
  "xyz": [[23.42200, 6.13100, 9.00600], [14.81400, 2.43200, 4.27600], [20.62100, 0.00900, 8.49200], [20.67500, 7.92900, 10.33100], [15.42100, 2.13300, 11.75700], [11.04500, 2.79100, 6.66500], [16.55700, 6.57900, 5.50500], [21.35200, 3.83000, 7.54900], [17.41100, 4.20700, 5.25400], [19.29300, -0.75500, 7.75000], [14.46800, 3.50400, 6.17500], [17.83700, 2.48500, 1.02000], [13.00900, 2.95300, 10.42100], [22.99700, 6.90300, 6.96200], [11.51500, 3.19900, 5.74100], [15.35900, 3.65900, 5.49900], [15.52800, 2.49700, 4.87500], [17.75900, 4.22100, 1.59300], [13.14300, 8.16900, 8.34900], [17.46500, 10.62100, 2.58400], [10.77400, 2.81600, 5.03200], [10.40600, 3.70100, 11.21900], [19.06600, 1.82400, 11.46000], [19.25100, 2.53600, 10.62600], [17.57600, 0.99300, 11.53000], [13.46600, 9.80600, 10.25100], [11.05400, 4.69100, 3.09500], [15.82400, 5.11400, 8.21800], [20.16300, 1.35100, 11.49800], [18.85500, 2.58400, 12.14100], [18.44300, 1.45800, 4.61800], [18.60100, 9.08500, 10.04200], [12.26000, 4.50000, 9.92700], [18.82200, 10.35800, 8.29200], [16.35500, 4.45400, 8.79200], [18.07000, 0.78100, 5.99800], [11.44700, 8.49500, 8.81400], [18.88500, 0.74000, 5.26400], [13.39200, -0.14100, 3.78900], [16.01600, 7.31700, 6.69500], [13.32900, 5.58100, 10.20800], [13.09400, 1.02100, 2.50500], [23.05900, 5.12800, 10.34500], [11.15900, 9.51600, 9.13500], [17.04100, 10.18300, 1.09100], [13.42500, 2.72500, 11.25000], [16.02300, 4.45800, 1.76800], [16.60500, 2.92700, 12.59600], [10.82600, 8.17600, 7.90300], [13.44400, 9.19100, 7.27000], [16.65700, 5.41600, 7.07800], [19.38500, 7.03200, 11.19500], [21.60600, 5.90300, 9.41000], [16.47500, 2.36600, 11.72400], [13.47200, -1.05700, 3.39200], [14.38600, 0.30900, 3.93500], [19.01500, 8.82300, 7.82400], [15.36800, 4.26600, 0.99400], [14.14200, 7.95300, 10.46800], [17.28300, 8.52600, 9.55600], [17.04700, 3.36800, 6.95800], [20.32400, 1.03000, 6.20200], [19.68400, 7.57600, 10.27300], [17.26100, 2.33000, -0.02400], [12.69800, 5.45400, 6.47700], [16.43000, 8.45900, 4.05500], [13.81800, 2.21500, 3.00800], [16.70100, 4.11200, 6.24300], [12.77600, 0.04400, 4.79000], [18.95500, 5.57300, 6.74000], [17.48300, 0.14900, 12.78000], [22.66200, 5.30900, 9.26000], [14.92900, 6.34700, 6.16800], [21.39000, 6.59500, 7.12300], [14.83700, 4.88000, 8.16300], [13.95700, 8.75200, 9.82900], [18.72200, 2.10600, 1.04800], [14.23400, 1.18500, 0.22300], [22.21700, 6.12300, 6.74900], [12.56900, 4.52200, 3.66600], [22.23700, 5.95400, 5.67700], [11.68500, 5.14800, 3.86500], [19.40100, 9.58700, 8.58100], [15.24000, 4.41100, 4.71000], [15.89700, 5.46500, 1.86500], [11.13300, 4.52000, 11.31000], [12.13900, 2.21600, 10.29900], [18.48700, 4.30600, 2.93000], [15.96000, 8.79600, 2.60000], [15.99900, 6.48800, 6.28500], [20.32400, 9.77900, 8.70800], [13.93900, -0.49300, 0.84400], [18.01100, 5.80400, 7.50600], [22.65200, 4.56100, 7.65700], [19.76300, 7.03400, 9.20700], [18.12900, 9.23200, 1.80300], [14.40300, 10.48300, 1.80300], [14.17100, 9.97500, 3.35500], [14.18800, 0.49900, 1.23700], [11.69300, 4.22300, 12.18800], [16.50600, 3.04600, 10.86900], [15.80800, 4.00600, 2.78900], [17.24100, 1.93800, 1.78400], [19.03600, 0.71300, 8.35100], [11.47500, 4.99200, 5.66000], [14.82700, 10.25300, 2.74400], [12.61900, 2.77800, 5.74300], [18.71300, -0.16200, 4.89900], [11.26500, 7.67800, 9.70000], [11.95400, 6.10100, 3.39800], [15.73900, 5.99600, 8.96100], [18.10800, 6.86300, 7.64100], [15.13500, 0.72200, 1.59700], [21.35700, -0.02500, 5.66900], [15.23600, 11.14900, 3.38900], [18.33400, 5.37400, 8.43500], [19.69500, 0.21700, 7.72800], [14.92600, 8.97100, 9.47400], [17.25500, 9.74900, 1.95300], [13.89000, 2.73200, 9.69700], [10.62600, 5.50300, 11.37100]],
  "atomic_forces_ev_per_a": [[-1.017, -0.529, 0.413], [-1.429, -0.625, -1.744], [-1.665, 0.929, -2.153], [1.344, 0.634, 0.746], [-0.069, -1.165, -0.013], [0.546, 1.010, -0.029], [2.711, 0.451, -5.566], [0.371, -0.399, 0.072], [-1.069, 0.057, 2.856], [-0.512, -1.501, -1.459], [0.848, 1.303, -0.266], [-8.234, 1.593, -0.679], [-2.380, -1.078, -7.794], [-0.168, -0.836, -0.361], [0.889, -1.521, 0.754], [-0.318, 2.749, 2.508], [3.099, -2.759, 0.445], [2.718, 0.330, -1.162], [-0.048, 1.456, -0.915], [-0.074, -0.495, 0.461], [0.765, -0.105, -0.678], [-0.096, 0.395, -0.445], [4.265, 1.664, -1.085], [-0.921, -0.957, -0.605], [-2.265, -3.882, -0.665], [1.223, -3.065, -0.859], [-1.146, -0.100, 1.101], [1.453, 3.780, 3.414], [-3.022, 0.294, 0.614], [0.950, 1.133, 2.360], [0.878, 1.172, -1.141], [-0.639, -2.419, 0.798], [2.353, 1.476, 1.085], [-1.447, 3.365, -0.985], [1.055, -2.243, 1.398], [0.007, 0.039, 0.432], [-1.606, -2.748, 0.969], [-2.565, 3.252, 2.408], [0.406, 3.927, 2.861], [0.746, 7.861, 4.844], [-1.655, -1.422, -0.443], [-2.517, 1.106, -1.115], [-0.795, -1.357, -2.314], [0.625, -0.549, -0.184], [-1.532, 1.599, -4.250], [2.319, -0.190, 6.555], [0.901, -2.007, 3.761], [0.826, 0.848, 1.571], [0.803, 0.474, 1.397], [0.023, -0.746, 0.565], [-1.259, -1.022, -1.754], [0.131, 0.032, -1.059], [2.514, -1.600, -0.446], [-0.657, 0.846, -1.259], [-0.053, -3.720, -0.837], [0.245, -1.045, 0.945], [1.429, 0.557, 0.798], [-1.015, -1.535, -1.752], [-0.491, -1.245, 1.721], [0.624, 0.458, 0.357], [0.197, -0.202, -0.302], [2.420, -3.311, -0.153], [-0.952, -0.204, -2.059], [1.555, 0.622, 2.300], [-1.338, -0.630, -1.895], [-1.005, 0.355, -2.667], [-0.097, 1.499, 0.245], [0.612, -0.182, -2.940], [1.013, -0.550, -2.631], [-3.024, 0.068, 1.488], [0.458, 1.276, -0.839], [-0.275, 4.824, 2.296], [0.018, -0.899, -0.519], [-2.727, 0.430, 0.853], [-2.735, -0.969, -1.570], [-1.746, 3.643, -0.221], [5.804, -1.837, -0.197], [-1.074, -1.229, 2.715], [4.181, 0.081, 0.085], [0.311, 0.202, 0.149], [-0.343, -0.319, 0.066], [2.469, -0.994, -1.574], [-6.246, -4.239, -1.638], [-0.765, 0.591, 0.628], [0.055, 3.074, 0.666], [-0.761, -0.133, 0.308], [1.415, 0.606, -0.267], [-1.650, -0.462, -0.874], [0.064, 0.515, 3.387], [-2.905, -6.968, 0.296], [6.728, 1.224, 0.428], [0.528, -0.028, 0.427], [3.683, -0.064, -2.018], [-1.744, -0.254, -0.577], [-0.940, 0.668, 2.618], [1.981, -1.658, -0.054], [-0.206, 0.520, -0.980], [-6.002, -2.864, 4.726], [-0.987, 0.554, -3.874], [0.208, 0.683, 0.375], [0.540, -0.032, -0.112], [-0.380, 0.177, -1.509], [0.225, 0.094, -0.416], [-1.481, 2.046, 0.781], [0.087, 0.768, 1.734], [6.092, 2.616, -1.803], [-2.358, 0.871, -0.660], [0.344, -4.366, -1.829], [0.137, 2.074, -2.010], [-0.248, 0.392, 1.115], [0.489, -0.708, -1.498], [-0.726, 0.594, 0.112], [2.109, -0.585, 0.957], [-1.745, 2.397, 0.930], [0.069, -1.560, -1.892], [-0.381, -0.659, 0.387], [4.231, -0.626, 2.120], [1.220, 0.677, -0.559], [0.655, 0.880, 3.136], [-1.853, 0.233, 0.513], [0.395, -0.647, 0.104]]
}


# 4
{
  "formula": "C7H17NS",
  "method": "ωB97M-V with the def2-TZVPD basis set",
  "smiles": "C1CCNCC1.CCS",
  "total_energy_ev": -19860.0404,
  "homo_lumo_gap_ev": 9.207,
  "species": ["H", "S", "H", "H", "C", "H", "C", "H", "C", "C", "H", "C", "H", "H", "H", "H", "H", "H", "C", "H", "H", "H", "H", "C", "H", "N"],
  "xyz": [[-0.38409, 0.48118, 3.39457], [-1.74272, 1.04416, 1.56236], [-2.65852, -0.39082, 4.02023], [-0.27503, -0.57876, -0.15477], [-0.58137, -1.23530, -0.99176], [-3.09930, -3.33556, -0.71220], [-0.40256, -2.70023, -0.59016], [-1.10119, -2.50137, 1.45406], [-1.36748, -3.06476, 0.53913], [-1.95901, -1.01916, 3.44362], [-0.61919, -3.34065, -1.46673], [-2.04227, -0.95120, -1.32181], [-2.54023, -1.63604, 2.73774], [0.64342, -2.89267, -0.28301], [-3.84831, -1.02253, -0.35467], [0.05530, -0.98890, -1.86319], [-3.49364, -2.92497, 0.98249], [-2.18555, 0.11923, -1.56489], [-2.79762, -2.70908, 0.14918], [-1.42955, -1.68852, 4.14236], [-0.23955, -0.76680, 2.12268], [-1.30039, -4.14385, 0.77686], [-2.32784, -1.54021, -2.21454], [-0.96135, -0.14963, 2.69150], [-2.35114, 0.12971, 0.77742], [-2.87209, -1.27990, -0.16095]],
  "atomic_forces_ev_per_a": [[-0.208, -0.397, -0.332], [0.258, 0.709, 0.460], [0.248, -0.275, -0.249], [-0.098, -0.235, -0.426], [0.372, 0.232, -0.004], [0.003, 0.147, 0.127], [0.242, -0.172, -0.105], [-0.093, -0.381, -0.461], [0.144, -0.231, 0.336], [-0.145, -0.063, 0.144], [0.141, 0.159, 0.290], [0.082, 0.368, -0.316], [0.145, 0.269, 0.363], [-0.463, 0.047, -0.182], [0.544, -0.160, 0.109], [-0.288, -0.088, 0.389], [0.294, 0.078, -0.381], [0.084, -0.467, 0.111], [-0.191, -0.181, 0.409], [-0.207, 0.153, -0.208], [-0.270, 0.324, 0.341], [-0.040, 0.469, -0.086], [-0.025, 0.114, 0.168], [0.375, 0.191, 0.039], [-0.022, -0.151, 0.218], [-0.880, -0.456, -0.754]]
}